Entry 1:
Molecular formula: C31H19Cl4N4O4PdS2Si2
Method: DFT, wB97M-V/def2-TZVPD

Properties
* Kohn-Sham gap (spin up / spin down): 5.67 / 5.98 eV
* electronic energy: -5057.07792 hartree
* HOMO level (spin up / spin down): -0.201 / -0.209 hartree
* energy above the lowest of the compared OMol25 structures with the same formula, charge and spin: 1.852 eV
* molecular weight: 880.06 u

The geometry in ORCA input format:
```
! wB97M-V def2-TZVPD RIJCOSX def2/J DEFGRID3
* xyz -1 1
Pd 0.633 0.338 -0.383
S -0.788 1.937 1.337
C -2.325 1.732 0.549
C -3.560 1.522 1.142
C -4.701 1.475 0.348
C -5.983 1.259 0.976
N -7.001 1.091 1.479
C -4.616 1.644 -1.036
C -3.371 1.809 -1.638
C -2.239 1.836 -0.854
S -0.601 2.019 -1.501
C -5.789 1.587 -1.870
N -6.725 1.534 -2.534
H -3.645 1.401 2.212
H -3.301 1.895 -2.714
O 2.509 -1.606 5.028
C 3.327 -0.607 4.738
O 4.286 -0.338 5.420
C 3.010 0.185 3.510
C 3.652 1.348 3.124
Cl 4.801 2.284 3.956
N 3.133 1.744 1.937
N 2.161 0.909 1.552
C 2.077 -0.029 2.469
C 1.034 -1.091 2.302
O 0.869 -1.893 3.229
O 0.363 -1.075 1.231
C 3.407 2.893 1.131
C 2.341 3.527 0.515
C 2.587 4.603 -0.323
C 3.883 5.048 -0.531
C 4.940 4.401 0.095
C 4.710 3.313 0.921
H 1.807 -1.731 4.315
H 1.327 3.188 0.682
H 1.753 5.082 -0.817
H 4.072 5.885 -1.190
H 5.957 4.723 -0.081
H 5.539 2.779 1.360
Cl 2.578 -0.992 -3.431
Si 2.374 0.471 -1.960
Cl 4.250 0.508 -1.087
Cl 2.260 2.235 -3.057
C -4.774 -2.403 0.354
C -3.631 -2.501 1.136
C -2.397 -2.108 0.640
C -2.288 -1.591 -0.658
C -3.453 -1.500 -1.429
C -4.685 -1.915 -0.937
Si -0.721 -1.147 -1.571
C 0.270 -2.684 -1.904
C 0.188 -3.217 -3.193
C 0.883 -4.366 -3.539
C 1.682 -4.997 -2.599
C 1.766 -4.487 -1.311
C 1.064 -3.342 -0.964
H -5.734 -2.703 0.752
H -3.698 -2.885 2.146
H -1.525 -2.192 1.265
H -3.403 -1.106 -2.436
H -5.571 -1.827 -1.554
H -1.122 -0.573 -2.865
H -0.414 -2.722 -3.945
H 0.812 -4.758 -4.546
H 2.241 -5.883 -2.869
H 2.385 -4.978 -0.572
H 1.134 -2.958 0.045
*
```

Mulliken population analysis, charges in e, atoms 1 to 4:
1. Pd 0.9770
2. S -0.4593
3. C 0.3539
4. C -0.7784

Entry 2:
Molecular formula: C26H21Cl2NOPPd
Method: DFT, wB97M-V/def2-TZVPD

Properties
* Kohn-Sham gap (spin up / spin down): 5.64 / 5.91 eV
* electronic energy: -2522.94164 hartree
* HOMO level (spin up / spin down): -0.105 / -0.116 hartree
* energy above the lowest of the compared OMol25 structures with the same formula, charge and spin: 0.718 eV
* molecular weight: 571.76 u

The geometry in ORCA input format:
```
! wB97M-V def2-TZVPD RIJCOSX def2/J DEFGRID3
* xyz -1 3
Pd -0.085 -0.411 -2.406
O 2.507 -0.858 -3.241
C 1.911 -0.432 -2.265
C 2.645 -0.088 -1.012
C 4.016 0.168 -1.060
C 4.703 0.522 0.087
C 4.018 0.608 1.294
C 2.658 0.335 1.352
C 1.949 -0.006 0.202
P 0.133 -0.300 0.173
C -0.201 -0.300 1.999
C -0.101 -1.404 2.843
C -0.382 -1.284 4.198
C -0.764 -0.059 4.729
C -0.877 1.045 3.896
C -0.608 0.921 2.539
C 0.016 -2.120 -0.143
C 1.101 -2.993 -0.226
C 0.906 -4.337 -0.512
C -0.374 -4.836 -0.710
C -1.464 -3.981 -0.617
C -1.269 -2.637 -0.337
H 4.514 0.081 -2.017
H 5.766 0.730 0.047
H 4.544 0.887 2.199
H 2.152 0.396 2.306
H 0.201 -2.364 2.442
H -0.299 -2.151 4.843
H -0.981 0.031 5.786
H -1.185 2.003 4.298
H -0.721 1.776 1.880
H 2.106 -2.616 -0.082
H 1.762 -4.996 -0.588
H -0.522 -5.883 -0.941
H -2.467 -4.358 -0.774
H -2.123 -1.971 -0.271
N -0.742 1.605 -2.860
C -1.064 2.491 -1.919
C -0.558 3.825 -1.958
C -0.906 4.760 -1.007
C -1.789 4.459 0.031
C -2.292 3.164 0.097
C -1.931 2.198 -0.825
H 0.121 4.086 -2.762
H -0.486 5.758 -1.079
H -2.065 5.205 0.765
H -2.965 2.889 0.903
H -2.292 1.184 -0.708
Cl -4.783 0.027 -4.416
C -3.194 -0.037 -3.620
Cl -2.272 -1.471 -4.122
H -3.356 -0.101 -2.552
H -2.610 0.841 -3.879
*
```

Mulliken population analysis, charges in e, atoms 1 to 4:
1. Pd -0.5242
2. O -0.6277
3. C 0.0027
4. C 0.4805

Entry 3:
Molecular formula: C4H5NO
Method: DFT, wB97M-V/def2-TZVPD

Properties
* Kohn-Sham gap (spin up / spin down): 8.45 / 8.45 eV
* electronic energy: -285.32582 hartree
* HOMO level (spin up / spin down): -0.290 / -0.290 hartree
* energy above the lowest of the compared OMol25 structures with the same formula, charge and spin: 2.415 eV
* molecular weight: 83.09 u

The geometry in ORCA input format:
```
! wB97M-V def2-TZVPD RIJCOSX def2/J DEFGRID3
* xyz 0 1
C -0.570 0.217 1.990
C -0.681 -0.302 0.630
N -0.287 -0.913 -0.301
C 0.291 -0.865 -1.500
C 0.718 0.459 -1.812
O 0.569 1.414 -1.045
H 0.276 -0.230 2.523
H -1.493 0.079 2.557
H -0.388 1.291 1.877
H 0.368 -1.743 -2.121
H 1.197 0.592 -2.797
*
```

Mulliken population analysis, charges in e, atoms 1 to 4:
1. C -0.8502
2. C 0.4471
3. N -0.1491
4. C -0.5358

Entry 4:
Molecular formula: C25H25ClN2O5
Method: DFT, wB97M-V/def2-TZVPD

Properties
* Kohn-Sham gap: 8.99 eV
* SMILES: CNC(=O)[C@H](Cc1ccccc1)NC(C)=O.O=C(c1ccc(O)cc1)c1cc(Cl)ccc1O
* electronic energy: -1913.60906 hartree
* HOMO level: -0.323 hartree
* energy above the lowest of the compared OMol25 structures with the same formula, charge and spin: 0.000 eV
* molecular weight: 468.94 u

The geometry in ORCA input format:
```
! wB97M-V def2-TZVPD RIJCOSX def2/J DEFGRID3
* xyz 0 1
C 4.848 3.042 -4.614
N 3.986 2.022 -4.022
C 2.655 2.117 -3.933
O 2.036 3.061 -4.419
C 1.868 0.998 -3.219
C 2.026 1.052 -1.689
C 1.928 2.456 -1.123
C 0.690 3.126 -1.107
C 0.607 4.442 -0.621
C 1.762 5.096 -0.159
C 3.001 4.433 -0.183
C 3.085 3.115 -0.665
N 2.086 -0.372 -3.720
C 3.231 -1.059 -3.746
C 3.174 -2.415 -4.409
O 4.286 -0.655 -3.273
H 4.577 3.191 -5.661
H 5.892 2.733 -4.549
H 4.716 3.986 -4.081
H 4.415 1.187 -3.634
H 0.824 1.238 -3.418
H 2.995 0.636 -1.410
H 1.259 0.428 -1.229
H -0.196 2.635 -1.479
H -0.344 4.956 -0.614
H 1.698 6.110 0.209
H 3.891 4.939 0.164
H 4.041 2.613 -0.692
H 1.290 -0.822 -4.141
H 2.940 -2.289 -5.465
H 2.410 -3.024 -3.929
H 4.144 -2.900 -4.307
O -4.472 -0.963 5.246
C -3.942 -1.488 4.270
C -3.360 -2.845 4.383
C -3.236 -3.472 5.637
C -2.698 -4.760 5.743
C -2.280 -5.443 4.601
O -1.754 -6.698 4.691
C -2.401 -4.836 3.355
C -2.935 -3.550 3.240
C -3.779 -0.698 3.046
C -2.500 -0.254 2.668
C -2.320 0.488 1.498
Cl -0.725 1.024 1.046
C -3.424 0.798 0.701
C -4.701 0.361 1.070
C -4.881 -0.389 2.237
O -6.131 -0.837 2.554
H -3.564 -2.957 6.538
H -2.612 -5.220 6.722
H -1.736 -6.985 5.617
H -2.076 -5.377 2.472
H -3.026 -3.115 2.248
H -1.636 -0.480 3.287
H -3.282 1.381 -0.204
H -5.549 0.602 0.438
H -6.799 -0.361 2.037
*
```

Mulliken population analysis, charges in e, atoms 1 to 4:
1. C -1.0069
2. N 0.0270
3. C 0.1983
4. O -0.7167

Entry 5:
Molecular formula: C3H9N2O2PS3
Method: DFT, wB97M-V/def2-TZVPD

Properties
* Kohn-Sham gap: 8.11 eV
* electronic energy: -1915.55701 hartree
* HOMO level: -0.291 hartree
* molecular weight: 232.29 u

The geometry in ORCA input format:
```
! wB97M-V def2-TZVPD RIJCOSX def2/J DEFGRID3
* xyz 0 1
C -0.465 -0.197 -2.025
C 2.974 0.015 1.316
C -1.796 0.180 1.704
N -1.405 -1.177 -2.117
N -1.526 -2.267 -1.529
O 1.680 0.595 1.526
O -0.596 -0.214 1.036
P 0.483 0.771 0.458
S 1.092 -0.382 -1.248
S -0.275 2.590 0.147
S -0.558 1.096 -3.227
H 3.233 -0.139 0.220
H 3.090 -0.942 1.745
H 3.770 0.679 1.907
H -1.788 -0.179 2.719
H -2.620 -0.252 1.296
H -1.939 1.246 1.977
H -2.149 -0.822 -2.641
H -0.715 -2.584 -1.118
H -0.491 1.983 -2.146
*
```

Mulliken population analysis, charges in e, atoms 1 to 4:
1. C 0.2089
2. C -0.5876
3. C -0.8219
4. N 0.4422

Entry 6:
Molecular formula: C3H11ClN2OP
Method: DFT, wB97M-V/def2-TZVPD

Properties
* Kohn-Sham gap: 11.40 eV
* SMILES: N[N@H+](CCCCl)[PH2]=O
* electronic energy: -1106.90793 hartree
* HOMO level: -0.546 hartree
* energy above the lowest of the compared OMol25 structures with the same formula, charge and spin: 0.000 eV
* molecular weight: 157.56 u

The geometry in ORCA input format:
```
! wB97M-V def2-TZVPD RIJCOSX def2/J DEFGRID3
* xyz 1 1
N 1.806 0.915 0.559
N 1.207 0.097 -0.462
C -0.089 0.640 -1.045
C -1.200 0.958 -0.054
C -2.020 -0.227 0.468
Cl -1.699 -0.565 2.193
P 1.240 -1.675 0.035
O 2.599 -2.050 0.399
H 1.889 0.403 1.431
H 1.253 1.754 0.685
H 1.887 0.113 -1.232
H 0.213 1.543 -1.577
H -0.407 -0.088 -1.795
H -0.817 1.527 0.793
H -1.865 1.644 -0.580
H -3.084 -0.030 0.386
H -1.821 -1.149 -0.081
H 0.245 -1.632 1.019
H 0.666 -2.179 -1.143
*
```

Mulliken population analysis, charges in e, atoms 1 to 4:
1. N -0.6439
2. N 0.1592
3. C -0.8784
4. C -0.4233

Entry 7:
Molecular formula: C4H16O4
Method: DFT, wB97M-V/def2-TZVPD

Properties
* Kohn-Sham gap (spin up / spin down): 9.26 / 5.47 eV
* electronic energy: -462.60940 hartree
* HOMO level (spin up / spin down): -0.537 / -0.537 hartree
* energy above the lowest of the compared OMol25 structures with the same formula, charge and spin: 0.000 eV
* molecular weight: 128.17 u

The geometry in ORCA input format:
```
! wB97M-V def2-TZVPD RIJCOSX def2/J DEFGRID3
* xyz 1 2
C -2.411 0.288 1.099
C -2.031 0.533 -0.315
C -2.597 -0.238 -1.336
C -1.050 1.616 -0.515
H -1.654 0.536 1.839
H -2.821 -0.710 1.255
H -3.233 0.987 1.336
H -2.311 -0.187 -2.379
H -3.401 -0.924 -1.086
H -0.102 1.436 0.011
H -1.484 2.537 -0.110
H -0.725 1.740 -1.550
H 3.782 1.119 0.386
H 2.438 0.597 0.955
O 2.853 1.014 0.155
H 0.819 -1.509 -0.605
H -0.619 -1.174 -0.142
O 0.153 -1.686 0.102
H 1.169 -1.024 1.488
H 0.766 -0.069 2.541
O 1.552 -0.521 2.237
H 1.379 -0.582 -2.435
H 2.205 0.040 -1.288
O 1.982 -0.808 -1.728
*
```

Mulliken population analysis, charges in e, atoms 1 to 4:
1. C -1.0196
2. C 0.7204
3. C -0.5286
4. C -0.9407

Entry 8:
Molecular formula: C11H21F5IO2P2Re
Method: DFT, wB97M-V/def2-TZVPD

Properties
* Kohn-Sham gap (spin up / spin down): 7.52 / 5.21 eV
* electronic energy: -2138.98811 hartree
* HOMO level (spin up / spin down): -0.747 / -0.742 hartree
* energy above the lowest of the compared OMol25 structures with the same formula, charge and spin: 2.417 eV
* molecular weight: 655.34 u

The geometry in ORCA input format:
```
! wB97M-V def2-TZVPD RIJCOSX def2/J DEFGRID3
* xyz 3 4
C -0.069 -0.053 -5.961
C -0.069 0.552 -4.542
H -0.061 0.842 -6.627
H -0.980 -0.658 -6.179
H 0.839 -0.664 -6.174
O -0.038 1.708 -4.191
I -0.121 -0.654 -2.546
Re -0.037 -0.149 0.410
P 2.304 -0.150 0.372
C 3.202 1.146 1.291
C 3.005 -1.672 1.067
H 4.092 -1.708 0.913
H 3.977 0.141 -1.447
H 2.542 -2.552 0.610
H 2.463 -0.654 -1.977
H 2.916 1.136 2.339
H 2.798 -1.700 2.141
C 2.881 0.129 -1.332
H 4.279 0.954 1.208
H 2.459 1.089 -1.664
H 2.965 2.139 0.876
P -2.344 -0.102 0.448
C -3.289 1.185 1.331
C -2.986 0.195 -1.242
H -2.555 -2.496 0.673
H -4.158 -1.709 0.683
H -3.123 -1.660 2.119
C -3.121 -1.632 1.031
H -2.600 -0.582 -1.919
H -4.081 0.200 -1.322
H -4.366 1.039 1.193
H -3.015 2.174 0.952
H -2.594 1.161 -1.576
H -3.074 1.159 2.398
C -0.057 1.699 1.094
O -0.041 2.781 1.585
F 0.043 -1.945 2.432
C -0.222 -0.547 2.461
F -1.525 -0.477 3.089
C 0.688 -0.028 3.694
F 0.321 -0.544 4.901
F 1.996 -0.427 3.530
F 0.758 1.336 3.860
*
```

Mulliken population analysis, charges in e, atoms 1 to 4:
1. C -0.9158
2. C 0.6209
3. H 0.3510
4. H 0.3575